P.
C8H16O2Si | wB97M-V/def2-TZVPD

```
27
Properties=species:S:1:pos:R:3:lowdin_charge:R:1
Si 0.728 -2.253 0.266 0.91
O -1.632 -2.053 -0.518 -0.13
O -1.128 -0.395 1.192 -0.12
C -2.210 1.372 -0.090 -0.19
C 2.866 0.046 0.609 -0.21
C -2.323 0.340 0.979 -0.23
C 3.742 -0.442 1.486 -0.12
C -1.791 0.809 -1.430 -0.18
C 2.722 1.381 -0.088 -0.15
C -0.672 -1.008 -0.046 -0.64
C -0.605 -0.077 -1.209 -0.17
H 0.490 -3.237 1.278 -0.09
H -3.264 -0.417 0.812 0.16
H -2.510 0.822 1.894 0.10
H -2.546 -1.750 -0.257 0.09
H 3.749 -1.514 1.781 0.03
H 0.884 -2.929 -1.047 -0.06
H -1.685 1.557 -2.104 0.08
H 3.719 1.780 -0.470 0.09
H -3.189 1.960 0.044 0.15
H 2.512 2.180 0.680 0.08
H -1.571 2.136 0.309 0.11
H 4.687 0.142 1.885 0.09
H 0.206 0.679 -1.192 0.10
H -0.422 -0.782 -2.038 0.13
H 1.992 1.287 -0.930 0.04
H -2.750 0.365 -1.796 0.13
```

Properties
HOMO (spin up / spin down), eV: -8.25 / -7.41
Total charge: 0
2S+1: 1
Gap between HOMO and LUMO (spin up / spin down), eV: 8.05 / 7.31



Q.
C8H16O2Si | wB97M-V/def2-TZVPD

```
27
Properties=species:S:1:pos:R:3:lowdin_charge:R:1
Si -0.346 -0.657 0.109 0.57
O -1.700 0.364 0.103 -0.19
O -5.074 1.250 0.089 0.18
C -0.345 -1.594 -1.619 -0.12
C 1.003 1.478 1.465 -0.06
C -0.230 -1.705 1.627 -0.11
C 1.097 0.618 0.082 -0.61
C 2.481 0.022 -0.002 -0.12
C -4.043 0.721 0.026 -0.14
C -2.976 -0.057 0.021 -0.22
C 0.937 1.553 -1.144 -0.12
H 0.850 0.905 -2.041 0.05
H 0.224 -1.142 2.302 -0.02
H 1.530 2.401 1.141 0.09
H -1.282 -1.901 1.741 0.03
H 0.034 2.303 -0.953 0.12
H 2.512 -0.748 0.730 0.06
H -0.052 1.586 1.620 0.05
H 0.228 -2.675 1.358 0.06
H 2.504 -0.511 -1.008 0.10
H -3.049 -0.915 -0.697 0.13
H 1.532 1.126 2.301 0.05
H -1.321 -1.914 -2.003 0.02
H 3.345 0.699 0.052 0.09
H 0.296 -2.473 -1.585 0.03
H 1.880 2.130 -1.373 0.09
H -0.035 -0.866 -2.342 0.00
```

Properties
SMILES: CC(C)(C)[Si](C)(C)OC=C=O
HOMO, eV: -8.36
Total charge: 0
2S+1: 1
Gap between HOMO and LUMO, eV: 8.79



Winner for stability: Q



P.
C3H10N3 | wB97M-V/def2-TZVPD

```
16
Properties=species:S:1:pos:R:3:lowdin_charge:R:1
N -0.740 1.125 1.432 0.28
N 0.846 -0.448 -0.244 0.36
N 2.205 -2.098 -1.146 0.34
C -1.872 1.535 -0.706 -0.05
C -1.952 0.929 0.723 -0.21
C 1.850 -1.266 -0.081 -0.10
H -2.800 1.400 1.218 0.14
H -0.816 0.994 2.446 0.17
H 0.010 0.489 1.026 0.08
H 2.929 -2.802 -0.960 0.18
H 2.530 -1.411 0.764 0.18
H -2.199 -0.133 0.536 0.18
H 2.341 -1.585 -2.025 0.18
H -0.985 1.274 -1.295 0.06
H -1.868 2.633 -0.696 0.10
H -2.726 1.250 -1.327 0.10
```

Properties
HOMO (spin up / spin down), eV: -20.25 / -20.06
Total charge: +2
2S+1: 2
Gap between HOMO and LUMO (spin up / spin down), eV: 8.45 / 6.41



Q.
C3H10N3 | wB97M-V/def2-TZVPD

```
16
Properties=species:S:1:pos:R:3:lowdin_charge:R:1
N -1.257 2.109 0.282 0.19
N 0.198 -1.011 0.346 0.08
N -0.002 1.078 -1.363 0.18
C -0.113 -1.235 1.589 0.26
C 1.295 -1.877 -0.123 0.02
C -0.903 1.967 -1.022 -0.10
H -0.842 1.432 0.895 0.09
H 0.963 -2.890 -0.393 0.15
H 0.311 1.057 -2.280 0.11
H 2.108 -1.931 0.602 0.14
H 1.777 -1.443 -1.015 0.12
H -1.781 2.911 0.578 0.14
H 0.206 0.276 -0.580 0.11
H 0.669 -1.447 2.342 0.17
H -1.489 2.492 -1.747 0.17
H -1.140 -1.488 1.890 0.17
```

Properties
HOMO (spin up / spin down), eV: -19.45 / -19.43
Total charge: +2
2S+1: 2
Gap between HOMO and LUMO (spin up / spin down), eV: 8.15 / 5.93



R.
C3H10N3 | wB97M-V/def2-TZVPD

```
16
Properties=species:S:1:pos:R:3:lowdin_charge:R:1
N -0.731 0.531 -1.164 -0.01
N 1.296 -0.657 2.598 0.30
N -0.407 -1.219 1.145 0.26
C -1.397 0.129 -2.168 0.20
C 0.083 1.758 -1.153 0.01
C 0.732 -1.514 1.797 -0.12
H 1.244 -2.475 1.713 0.18
H -0.677 -0.074 -0.326 0.09
H -1.958 -0.798 -2.124 0.13
H -0.854 -2.091 0.831 0.13
H 1.095 1.507 -0.845 0.10
H 0.968 0.310 2.568 0.17
H -0.348 2.458 -0.438 0.11
H -1.408 0.719 -3.078 0.14
H 0.069 2.205 -2.143 0.11
H 2.293 -0.789 2.786 0.18
```

Properties
HOMO (spin up / spin down), eV: -20.94 / -20.95
Total charge: +2
2S+1: 2
Gap between HOMO and LUMO (spin up / spin down), eV: 12.26 / 7.99



Winner for stability: R



P.
CH2N3O3 | wB97M-V/def2-TZVPD

```
9
Properties=species:S:1:pos:R:3:lowdin_charge:R:1
O -0.199 1.088 -0.997 -0.17
O 2.360 -0.802 -0.698 -0.04
O 1.364 0.243 0.996 -0.03
N -1.924 -0.145 0.590 -0.04
N -1.169 -1.046 0.305 0.01
N 0.118 -0.315 -0.824 -0.03
C 1.437 -0.313 -0.054 -0.87
H 0.561 1.730 -0.727 0.12
H -2.548 -0.439 1.409 0.06
```

Properties
HOMO (spin up / spin down), eV: -3.79 / -3.79
Total charge: -1
2S+1: 1
Gap between HOMO and LUMO (spin up / spin down), eV: 8.10 / 8.10



Q.
CH2N3O3 | wB97M-V/def2-TZVPD

```
9
Properties=species:S:1:pos:R:3:lowdin_charge:R:1
O 0.558 -1.595 1.702 -0.02
O 2.462 -0.861 0.811 0.04
O 1.123 0.897 -0.742 -0.07
N -0.693 -0.120 -0.071 -0.06
N -1.484 0.579 -0.953 0.00
N 0.516 0.108 -0.047 -0.30
C 1.304 -0.925 1.008 -0.70
H -2.449 0.333 -0.905 0.04
H -1.338 1.583 -0.803 0.07
```

Properties
SMILES: N/N=[N+](\[O-])C(=O)[O-]
HOMO, eV: -4.37
Total charge: -1
2S+1: 1
Gap between HOMO and LUMO, eV: 8.65



Winner for stability: Q



P.
CH5PS | wB97M-V/def2-TZVPD

```
8
Properties=species:S:1:pos:R:3:lowdin_charge:R:1
S -0.472 -2.802 -0.746 0.05
P 0.505 -1.097 -0.397 0.23
C -0.310 0.184 0.646 -0.39
H -1.440 0.068 0.474 0.06
H 1.757 -1.486 0.048 -0.08
H 1.115 0.357 -1.725 0.08
H -0.334 0.230 1.692 0.00
H -0.022 1.245 0.240 0.05
```

Properties
HOMO, eV: -8.91
Total charge: 0
2S+1: 1
Gap between HOMO and LUMO, eV: 8.18



Q.
CH5PS | wB97M-V/def2-TZVPD

```
8
Properties=species:S:1:pos:R:3:lowdin_charge:R:1
S -0.504 -0.072 -1.031 0.25
P 1.251 0.918 -0.467 0.34
C -1.159 -0.605 0.874 -0.26
H -1.975 -1.283 0.722 0.02
H 2.503 0.213 -0.738 -0.15
H -0.253 -1.044 1.216 0.00
H -1.433 0.332 1.148 -0.04
H 1.569 1.541 -1.723 -0.15
```

Properties
SMILES: CSP
HOMO, eV: -8.71
Total charge: 0
2S+1: 1
Gap between HOMO and LUMO, eV: 9.53



R.
CH5PS | wB97M-V/def2-TZVPD

```
8
Properties=species:S:1:pos:R:3:lowdin_charge:R:1
S -2.229 -0.019 -0.340 0.15
P -0.152 -1.110 0.077 0.55
C 1.054 0.312 0.089 -0.44
H 0.731 0.830 1.050 0.04
H -0.039 -1.211 -1.412 -0.10
H 2.000 -0.085 0.022 -0.01
H 0.890 1.065 -0.582 -0.02
H -2.255 0.218 1.095 -0.19
```

Properties
SMILES: CPS
HOMO, eV: -9.11
Total charge: 0
2S+1: 1
Gap between HOMO and LUMO, eV: 9.39



Winner for stability: R